Entry from OMol25: a cluster of 12 separate species, C39H87F9O33S9 in total in a non-equilibrium geometry (the ωB97M-V functional and the def2-TZVPD basis).

XYZ file:
```
177
Properties=species:S:1:pos:R:3:forces:R:3:mulliken_charge:R:1
C -20.99590 14.17027 29.32877 -0.4 -0.6 0.3 -0.10
O -22.36861 21.37994 26.52230 0.3 0.1 0.1 -0.66
H -20.84436 17.83614 31.83531 0.1 -0.1 0.5 0.15
C -20.47665 6.03539 24.42113 0.5 -0.8 0.2 -1.40
C -24.66868 12.02575 26.08908 -0.6 0.7 -0.4 -0.22
H -22.65206 9.05652 27.43082 -0.5 0.5 0.3 -0.41
C -23.11408 14.73342 26.11151 0.6 0.2 0.1 1.23
O -18.39972 18.58490 23.84495 -0.1 -0.1 -0.4 -0.64
C -24.87399 14.63347 31.58514 -0.6 -0.6 0.1 1.30
C -23.20252 8.82150 26.52863 0.9 -1.2 -1.4 -0.53
C -21.31709 7.67487 29.83670 0.4 0.3 0.0 1.44
F -19.48284 18.54540 36.44709 0.2 -0.4 0.5 -0.23
S -21.04841 9.51758 34.24911 0.2 1.9 -0.7 1.04
H -24.50497 9.97261 32.08374 -0.1 0.7 -0.2 0.01
H -23.89282 11.84229 29.87253 0.2 -0.3 0.3 -1.15
O -28.30943 9.99302 36.31281 -0.7 0.4 0.2 -0.61
C -26.01055 10.59203 29.54022 -0.3 -0.1 -0.5 1.46
H -26.23689 7.31837 35.48802 0.2 0.0 0.2 0.22
H -22.98233 5.82422 32.06587 -0.1 -0.1 0.1 0.52
O -22.90913 19.20510 25.50013 -0.3 -0.1 -0.4 -0.59
H -24.64278 19.08340 27.81037 0.1 -0.2 0.1 0.38
C -20.81286 10.73437 35.53750 0.1 -0.5 0.2 -1.13
H -19.42577 6.28245 24.26166 -0.2 0.6 -0.3 0.30
H -20.25724 6.11121 26.54759 -0.3 -0.1 0.2 0.28
H -23.71954 20.24929 28.78371 0.1 0.3 -0.2 0.48
H -21.76382 15.97226 25.01079 0.3 0.1 0.1 0.55
O -23.82186 16.19072 28.77114 0.4 -0.2 -0.1 -0.10
H -26.42012 17.34969 28.86281 -0.1 -0.1 0.2 0.36
O -21.92190 13.33436 29.72375 -1.1 -0.1 0.8 0.58
H -14.43657 12.97221 31.86635 -0.1 -0.2 0.1 0.41
C -25.53713 9.87861 32.41640 0.4 -1.4 1.7 0.12
H -26.62531 10.88273 30.38852 -0.5 -0.1 -0.5 0.69
O -20.13145 8.46134 34.43191 0.4 -0.9 0.3 -0.66
H -22.58568 10.68231 30.37658 -0.4 0.2 0.4 -0.86
H -20.11411 12.83272 34.21119 0.2 0.2 -0.1 0.63
C -21.47305 18.63497 32.22513 -1.1 -0.2 -0.9 0.07
H -16.49168 15.73228 26.94034 0.2 -0.2 -0.1 0.36
C -20.89715 11.60699 32.62514 -0.1 1.5 -1.0 1.14
C -20.18498 7.03250 30.61144 -0.2 0.7 0.3 -1.56
H -25.48963 21.33519 27.75503 -0.3 -0.3 -0.1 0.22
O -20.32706 13.99813 28.37034 1.3 0.5 -1.1 -0.44
F -18.49462 19.76419 34.98706 0.6 0.2 -0.3 -0.26
O -16.61739 11.94007 29.57190 0.5 -0.2 0.3 -0.24
H -26.15663 6.08143 28.40837 -0.3 0.0 -0.5 0.28
C -16.35392 16.80468 26.86537 -1.0 0.9 1.2 -1.38
O -25.29928 15.66231 30.66317 0.4 0.4 -0.2 -0.29
C -19.90270 19.50189 25.81640 1.0 -0.4 -0.7 -1.05
C -27.15929 6.49321 28.46600 -0.8 0.3 0.8 -1.27
H -27.54050 6.90640 27.53796 0.3 0.0 -0.2 0.36
S -18.32542 19.47685 24.95396 -0.5 -0.2 0.7 1.22
H -22.11493 12.32940 27.87328 -0.4 0.3 0.2 0.97
H -28.00202 7.37196 35.60729 -0.1 0.2 0.0 0.32
H -26.64568 15.00319 32.71322 0.0 0.3 0.1 0.41
S -21.89592 8.91448 25.28135 -0.9 -0.6 1.3 1.30
C -16.24882 12.49561 30.86619 0.2 0.1 -0.1 0.10
H -21.16362 6.32966 23.63859 0.3 0.3 -0.2 0.34
H -20.81838 11.69044 31.54014 -0.3 -0.5 0.0 -0.90
O -21.32719 10.21131 25.37080 0.4 0.5 -0.1 -0.56
H -23.83733 15.51313 26.33439 0.1 -0.1 0.2 0.12
H -24.64939 12.32573 27.13365 0.1 -0.1 0.1 -0.71
H -20.39630 13.70114 32.75045 0.1 -0.1 -0.3 -0.05
H -25.15036 15.79896 33.37821 -0.2 0.0 0.2 0.31
H -24.79374 10.24951 34.40709 -0.1 -0.2 0.3 0.48
C -14.74647 12.41574 30.97726 0.1 0.6 0.3 -1.43
H -18.96323 12.60144 32.89976 0.0 0.1 -0.3 0.04
C -25.48066 9.56539 33.91590 0.1 0.3 -0.6 -0.62
H -18.02745 16.85209 25.59163 -0.1 0.6 -0.2 0.33
H -19.68168 19.53297 26.87840 -0.2 0.2 0.1 0.41
S -25.01246 15.47240 29.10306 -1.8 0.3 0.8 0.84
H -23.41901 19.19614 32.70708 -0.3 -0.2 0.1 0.48
H -25.30934 9.83596 29.88039 -0.2 0.6 -0.3 -0.94
F -20.41456 20.36246 35.76766 0.0 0.2 0.1 -0.27
S -25.09365 13.49295 25.14556 0.2 -1.0 0.7 1.23
H -16.66515 13.50250 30.91382 0.2 0.0 0.0 0.22
H -27.85361 5.70166 28.75287 0.1 -0.1 0.0 0.35
O -25.20685 14.08618 28.83034 0.8 -0.6 -0.3 -0.55
O -24.67848 20.81253 25.91734 -0.1 -0.5 -0.7 -0.41
H -25.17876 8.52686 34.06172 0.2 0.1 0.3 0.14
H -20.86224 10.21355 36.49253 0.0 -0.2 -0.1 0.49
H -25.47025 11.31943 25.89454 0.1 -0.2 0.1 0.75
O -24.72582 6.12623 29.86466 0.1 -0.3 0.0 -0.77
C -27.16089 7.61132 29.54383 1.1 -1.2 -0.6 1.22
O -27.80523 8.80701 29.08524 -0.1 -0.1 -0.1 -0.44
S -27.02641 9.49310 36.00320 0.7 -0.7 -0.8 1.18
O -17.37707 18.79308 26.05170 -0.2 0.5 0.1 -0.38
C -23.06719 11.20617 29.54948 0.5 0.9 0.4 1.14
H -26.42405 21.81487 26.31162 0.0 -0.4 -0.2 0.35
H -25.22699 13.66989 31.20481 0.0 0.1 -0.1 -0.33
H -20.39636 18.58071 25.52317 -0.2 0.0 0.2 0.29
H -21.96630 6.15384 25.93878 0.1 -0.1 0.3 0.29
H -25.85743 8.95689 31.93065 -0.7 0.4 -0.3 -0.02
H -23.78590 14.57104 31.65224 -0.1 0.3 0.0 -0.18
S -23.25736 20.27601 26.36389 -0.6 0.1 1.2 1.39
H -26.20906 10.72235 32.32327 0.2 0.1 -0.5 0.31
O -27.93011 10.80825 27.80497 -0.3 0.2 -0.6 -0.74
F -17.09577 10.78220 27.35694 0.5 -0.1 -0.5 -0.27
F -18.35699 9.50232 28.55042 0.1 -0.1 0.3 -0.21
H -25.43482 23.68814 27.51710 -0.1 0.0 -0.2 0.38
H -20.51536 6.71878 31.60150 0.0 -0.4 -0.1 0.34
H -24.28755 6.96442 32.63996 -0.2 -0.3 -0.1 0.18
C -18.12057 10.77011 28.17333 -1.0 0.3 -0.3 0.86
H -21.70058 15.99603 26.80990 0.6 0.2 -0.1 0.05
H -21.54304 11.53756 35.56112 -0.1 -0.1 -0.4 0.29
C -22.02453 12.12268 28.94227 1.1 -1.2 -0.5 -0.53
H -19.80609 11.10583 35.37822 0.0 0.1 0.2 0.39
H -22.93731 18.78513 28.17417 0.2 -0.1 -0.1 0.16
C -27.07327 7.71827 36.05352 -0.2 0.0 0.0 -0.80
H -24.74133 23.63257 25.89519 -0.1 -0.2 -0.1 0.29
O -25.63240 13.11263 23.88852 0.4 0.0 -0.5 -0.72
H -23.81984 23.11199 27.29614 0.0 -0.3 -0.1 0.30
O -20.58016 17.38397 34.41401 -0.2 -2.6 -0.1 -0.48
H -23.15997 17.51106 33.21899 0.4 0.0 0.1 0.27
O -22.28806 8.35034 24.03516 -0.3 0.0 -0.3 -0.72
C -19.66568 19.30929 35.39859 -0.8 0.8 -0.4 0.87
O -25.85689 9.94720 36.68223 0.2 0.1 0.2 -0.61
H -14.42717 11.38411 31.10089 0.1 0.0 -0.2 0.33
C -22.93486 18.24886 32.45380 0.2 0.4 0.0 -0.93
H -22.71868 7.60734 32.29880 0.2 -0.2 0.1 -0.24
H -24.08590 9.36051 26.20942 0.2 0.4 0.4 0.48
H -15.55044 17.09816 26.20055 0.0 -0.2 -0.2 0.37
O -26.11224 9.21150 27.28650 0.3 -0.4 -0.2 -0.53
H -26.22432 16.43674 27.38497 0.0 -0.2 0.0 0.41
C -17.67223 17.45500 26.43912 0.4 -1.7 -1.1 0.30
O -25.85923 14.38101 25.97016 0.1 0.3 0.0 -0.58
S -26.96936 9.85373 28.22518 -0.5 0.9 2.2 1.22
H -27.34839 15.81502 28.60532 0.1 -0.2 0.2 0.36
H -21.54980 19.37546 31.42819 0.5 0.2 0.2 0.28
O -20.88453 19.30109 33.34917 0.2 0.9 -0.8 -0.35
C -20.01519 12.75452 33.12575 -0.2 -0.8 1.3 -0.94
H -25.45162 14.02100 33.51097 0.1 0.2 0.3 0.39
H -19.73557 6.23967 30.02057 0.0 -0.2 0.2 0.39
H -20.95350 14.62827 25.91456 0.1 0.1 -0.1 0.26
O -20.87602 7.91959 25.99776 0.6 0.4 -0.2 -0.09
H -20.42877 20.37094 25.44626 -0.1 0.1 0.2 0.48
H -23.01018 14.01460 26.93002 -0.4 0.1 0.1 -0.30
H -26.10927 7.76737 29.80713 -0.8 0.7 -0.3 -1.26
O -20.49112 10.27519 32.94956 0.3 -0.1 0.6 -0.30
F -21.03232 16.50682 29.52854 0.2 -0.5 0.7 -0.08
O -22.43552 9.27845 34.02140 -0.6 -0.2 0.2 -0.43
H -21.04280 11.64342 29.03352 -0.1 0.1 -0.1 -0.50
C -24.80682 23.09754 26.84110 -0.1 0.6 0.3 -1.08
C -23.41124 6.81602 32.01530 -0.3 1.2 -0.5 -0.48
C -20.93748 6.48825 25.78912 -0.2 -0.1 -0.5 -0.15
F -19.56537 15.41264 30.73463 -0.3 0.1 -0.2 -0.27
C -20.41493 18.53936 34.29297 0.2 1.0 0.9 0.30
H -20.42378 4.93966 24.38885 -0.4 0.0 0.3 0.43
F -21.64629 15.36206 31.30493 0.0 0.3 -0.2 -0.08
C -25.43071 21.71843 26.73370 0.8 1.0 0.8 -0.22
H -16.68767 11.89828 31.66863 -0.3 0.0 -0.2 0.18
H -14.22095 12.90124 30.15684 -0.1 -0.2 -0.2 0.35
H -23.45566 7.75963 26.55622 -0.2 0.0 0.1 0.38
H -27.04388 7.40784 37.09429 0.2 0.0 0.0 0.36
H -27.61760 7.26594 30.46815 -0.5 0.4 -0.1 0.50
H -23.69927 11.70643 25.71702 0.0 -0.2 0.0 0.27
C -23.67066 19.55115 27.95426 -0.1 -0.1 -0.3 -1.02
O -26.81449 9.74212 34.43500 -0.2 0.0 0.4 -0.40
O -23.60509 14.03918 24.94771 -0.4 0.4 -0.5 -0.55
H -20.92548 7.97811 28.86193 -0.4 -0.2 -0.2 0.13
C -26.41368 16.33989 28.45524 0.6 0.6 -0.4 -1.39
H -16.16305 17.20054 27.86921 0.5 -0.2 -0.1 0.34
C -20.81946 15.38254 30.25273 0.0 0.4 -0.3 0.78
S -23.82108 7.13034 30.29727 1.7 -1.5 0.9 1.37
O -22.41573 6.73434 29.66331 -0.2 0.4 -0.4 -0.49
H -23.35632 17.89563 31.51067 0.0 0.0 0.0 0.08
C -21.74570 15.36920 25.91713 -1.1 -0.2 -0.2 -1.29
F -19.21939 11.18543 27.51674 0.5 0.0 0.2 -0.10
C -25.57818 14.92009 32.90478 0.5 -0.6 -0.6 -1.56
O -17.85400 20.80824 24.79130 0.3 0.1 0.1 -0.64
H -19.42541 7.79331 30.80923 0.0 0.0 -0.2 0.30
O -18.77059 11.93445 30.14933 -1.0 0.3 0.8 -0.40
H -25.53492 11.48517 29.13924 -0.2 -0.2 -0.1 -0.86
O -24.09436 8.51187 30.04763 0.6 -0.4 0.2 -0.18
H -21.71938 8.57997 30.29688 0.2 -0.1 0.2 -0.73
C -17.88098 11.65146 29.41598 0.3 -0.5 -0.5 0.21
H -18.47088 17.36621 27.18001 0.2 0.5 0.3 0.00
H -23.45852 10.41245 28.92769 0.2 0.3 -0.6 0.28
H -21.93091 11.82546 32.91158 0.0 -0.4 0.0 0.34
```
Forces are in eV/Å.

Properties
highest occupied orbital energy = -10.89 eV
total charge = 0
energy above the lowest of the compared OMol25 structures with the same formula, charge and spin = 0.0 kJ/mol
LUMO = -0.165 eV
gap between HOMO and LUMO = 10.724 eV
SMILES = CCOC(=O)C(F)(F)F.CCOC(=O)C(F)(F)F.CCOC(=O)C(F)(F)F.CCOS(C)(=O)=O.CCOS(C)(=O)=O.CCOS(C)(=O)=O.CCOS(C)(=O)=O.CCOS(C)(=O)=O.CCOS(C)(=O)=O.CCOS(C)(=O)=O.CCOS(C)(=O)=O.CCOS(C)(=O)=O